[1]
{"formula": "CH4N4O", "method": "ωB97M-V with the def2-TZVPD basis set", "e_tot_ev": -9104.6131, "s_squared": 2.01, "spin_multiplicity": 3, "orbital_gap_ev": [7.66, 8.94], "relative_energy_kj_mol": 0.0, "symbols": ["C", "N", "N", "N", "N", "O", "H", "H", "H", "H"], "coordinates": [[2.112, 0.018, 0.030], [-1.622, -1.199, 0.254], [-1.027, -0.206, -0.243], [1.690, 1.132, 0.050], [-1.096, 0.999, 0.132], [2.681, -0.991, -0.025], [-1.391, -2.077, -0.204], [-0.374, -0.314, -1.048], [0.777, 1.549, 0.142], [-1.749, 1.089, 0.912]], "forces_ev_per_a": [[0.16, 0.43, -0.01], [-3.63, -3.99, 3.51], [4.97, -1.15, -6.62], [0.20, 0.77, -0.02], [-1.05, 5.17, 2.54], [0.25, -1.04, 0.00], [0.26, 0.27, -0.22], [-0.75, -0.09, 0.84], [-0.32, -0.15, 0.02], [-0.08, -0.23, -0.05]]}

***

[2]
{"formula": "C2H2ClNO3", "method": "ωB97M-V with the def2-TZVPD basis set", "e_tot_ev": -22260.8473, "total_charge": -2, "spin_multiplicity": 1, "orbital_gap_ev": [7.74, 7.74], "relative_energy_kj_mol": 179.6, "symbols": ["C", "C", "N", "O", "O", "O", "Cl", "H", "H"], "coordinates": [[1.120, 0.695, 0.163], [-0.581, 0.635, 0.207], [-1.237, 2.060, 0.189], [1.664, 0.002, 1.011], [-1.051, 2.741, -0.817], [1.551, 1.370, -0.775], [-11.097, -0.216, 0.183], [-0.809, 0.405, 1.244], [-0.874, -0.095, -0.431]], "forces_ev_per_a": [[-1.41, 0.57, -1.27], [1.59, 4.25, 3.43], [1.46, -0.43, -2.19], [0.13, -0.51, 0.78], [-0.50, -1.58, 1.62], [0.14, 0.11, 0.07], [-0.09, -0.02, 0.00], [-0.14, -0.65, -0.03], [-1.17, -1.76, -2.41]]}

***

[3]
{"formula": "C35H52OP3SbTl", "method": "ωB97M-V with the def2-TZVPD basis set", "e_tot_ev": -78251.8390, "total_charge": 3, "spin_multiplicity": 1, "orbital_gap_ev": 3.31, "relative_energy_kj_mol": 458.1, "symbols": ["Tl", "P", "P", "P", "H", "C", "C", "H", "C", "C", "C", "C", "C", "C", "C", "C", "C", "H", "H", "H", "H", "H", "H", "H", "H", "H", "H", "H", "H", "H", "H", "H", "H", "H", "H", "H", "H", "H", "H", "H", "H", "H", "H", "H", "H", "H", "C", "C", "C", "C", "C", "C", "O", "H", "H", "H", "H", "H", "H", "C", "C", "C", "C", "C", "C", "Sb", "C", "C", "C", "C", "C", "C", "C", "C", "C", "C", "C", "C", "H", "H", "H", "H", "H", "H", "H", "H", "H", "H", "H", "H", "H", "H", "H"], "coordinates": [[-0.327, -0.171, -0.213], [-0.027, -1.176, -2.266], [-2.496, 0.408, -0.815], [1.574, -1.217, 0.593], [-2.390, -1.550, 1.200], [-1.333, -1.319, 1.346], [-0.974, 0.001, 1.844], [-1.765, 0.718, 2.043], [-0.636, -2.916, -2.536], [-0.748, -0.419, -3.804], [1.674, -1.407, -2.983], [-3.644, 1.019, 0.501], [-2.911, 1.695, -2.087], [-3.548, -0.982, -1.439], [1.883, -1.207, 2.418], [3.285, -0.741, 0.064], [1.676, -3.048, 0.340], [-0.809, -2.189, 1.746], [-0.186, 0.082, 2.588], [-0.434, -3.272, -3.554], [-1.711, -2.958, -2.345], [-0.150, -3.582, -1.818], [-0.482, -1.008, -4.690], [-0.357, 0.596, -3.921], [-1.837, -0.361, -3.743], [1.614, -1.858, -3.980], [2.283, -2.056, -2.350], [2.170, -0.436, -3.061], [-4.634, 1.200, 0.068], [-3.262, 1.952, 0.925], [-3.735, 0.284, 1.304], [-3.934, 1.551, -2.453], [-2.219, 1.656, -2.929], [-2.842, 2.684, -1.629], [-4.596, -0.675, -1.527], [-3.469, -1.822, -0.745], [-3.197, -1.313, -2.419], [2.785, -1.786, 2.639], [1.037, -1.648, 2.950], [2.019, -0.182, 2.774], [4.024, -1.429, 0.489], [3.507, 0.270, 0.416], [3.373, -0.750, -1.023], [2.532, -3.476, 0.874], [1.772, -3.282, -0.722], [0.752, -3.501, 0.707], [0.917, -7.675, -1.013], [0.189, -8.868, -0.980], [-0.344, -9.320, 0.227], [-0.154, -8.590, 1.401], [0.576, -7.400, 1.356], [1.113, -6.937, 0.158], [1.467, -7.178, -2.172], [1.256, -7.784, -2.900], [0.039, -9.439, -1.895], [-0.909, -10.247, 0.246], [-0.570, -8.945, 2.339], [0.730, -6.823, 2.264], [1.681, -6.014, 0.111], [0.084, 4.625, 5.199], [-0.997, 3.880, 4.724], [-0.963, 3.356, 3.432], [0.148, 3.570, 2.599], [1.227, 4.321, 3.077], [1.193, 4.846, 4.376], [0.071, 2.674, 0.643], [-1.293, 4.308, 0.076], [-2.538, 4.528, 0.695], [-3.361, 5.587, 0.296], [-2.950, 6.450, -0.720], [-1.710, 6.255, -1.330], [-0.887, 5.196, -0.934], [2.018, 2.942, -0.199], [2.127, 3.199, -1.572], [3.382, 3.408, -2.150], [4.532, 3.346, -1.359], [4.426, 3.073, 0.008], [3.170, 2.873, 0.588], [0.058, 5.028, 6.202], [-1.858, 3.704, 5.356], [-1.802, 2.772, 3.088], [2.087, 4.510, 2.456], [2.029, 5.425, 4.747], [-2.885, 3.910, 1.497], [-4.317, 5.743, 0.780], [-3.586, 7.269, -1.025], [-1.388, 6.932, -2.113], [0.066, 5.073, -1.418], [1.241, 3.248, -2.192], [3.461, 3.619, -3.209], [5.504, 3.506, -1.806], [5.317, 3.017, 0.620], [3.096, 2.653, 1.644]], "forces_ev_per_a": [[1.59, 3.34, -1.13], [1.12, -3.68, -7.51], [-7.13, 2.24, -2.07], [6.81, -2.75, 2.75], [0.24, 0.37, -0.47], [-1.09, 0.89, 3.89], [-2.57, -2.77, 3.77], [0.13, -0.06, -0.51], [-0.26, 0.18, 0.95], [-0.32, 0.62, 0.63], [0.23, 0.38, 0.80], [0.59, -0.18, 0.34], [0.63, -0.02, 0.10], [0.72, -0.31, 0.11], [-0.59, 0.33, -0.09], [-0.41, 0.38, -0.25], [-0.87, 0.26, -0.47], [0.41, 0.31, -0.46], [0.31, 0.10, -0.55], [0.09, 0.37, 0.23], [0.10, -0.10, -0.07], [-0.07, -0.07, -0.14], [0.08, -0.03, 0.40], [-0.04, -0.10, -0.10], [0.14, -0.01, -0.11], [-0.27, 0.10, 0.28], [-0.04, 0.06, -0.17], [0.02, -0.08, -0.06], [0.27, -0.02, -0.04], [-0.14, -0.05, -0.09], [-0.17, 0.07, -0.07], [0.20, -0.12, 0.16], [-0.13, 0.10, 0.02], [0.06, -0.01, -0.01], [0.31, 0.10, 0.11], [-0.18, -0.06, -0.14], [-0.15, 0.00, 0.10], [-0.17, 0.11, -0.19], [0.19, -0.05, 0.08], [0.08, -0.06, 0.03], [-0.31, 0.00, -0.02], [-0.04, -0.09, -0.08], [0.09, 0.05, 0.13], [-0.14, 0.35, -0.03], [0.03, -0.11, 0.16], [0.15, -0.21, -0.04], [-0.07, -0.08, 0.18], [0.08, 0.23, 0.15], [0.13, 0.23, -0.03], [0.10, 0.16, -0.16], [-0.14, -0.14, -0.13], [-0.28, -0.26, -0.15], [-0.30, -0.23, -0.07], [0.17, 0.20, 0.24], [0.04, 0.07, 0.15], [0.10, 0.14, 0.00], [0.08, 0.04, -0.14], [0.00, -0.12, -0.05], [0.07, -0.11, -0.01], [0.09, -0.15, -0.47], [0.27, 0.12, -0.29], [0.45, 0.00, 0.16], [0.03, -0.77, 0.81], [-0.15, -0.16, 0.13], [-0.57, -0.23, -0.20], [0.37, 2.29, 0.60], [-0.33, 0.25, -0.94], [0.28, -0.02, -0.39], [0.51, -0.09, -0.16], [0.34, -0.34, 0.06], [-0.16, -0.11, 0.36], [-0.29, -0.31, 0.09], [-0.14, 0.20, -0.35], [0.30, -0.08, 0.14], [-0.04, -0.14, 0.38], [-0.41, -0.09, 0.24], [-0.36, -0.01, -0.33], [0.02, -0.02, -0.20], [0.05, 0.00, -0.02], [0.03, 0.02, -0.05], [-0.21, -0.11, -0.01], [0.13, 0.06, -0.05], [0.02, 0.02, -0.08], [-0.08, -0.22, 0.31], [0.09, -0.07, 0.05], [0.01, -0.01, -0.02], [0.07, -0.10, 0.09], [0.20, 0.02, -0.13], [-0.05, 0.04, -0.12], [-0.01, 0.02, 0.03], [0.00, 0.02, 0.01], [-0.01, 0.02, 0.03], [0.06, 0.04, 0.15]]}

***

[4]
{"formula": "C12H27ClIMoN2OP2S", "method": "ωB97M-V with the def2-TZVPD basis set", "e_tot_ev": -69772.1997, "total_charge": 3, "s_squared": 2.18, "spin_multiplicity": 3, "orbital_gap_ev": [4.70, 5.17], "relative_energy_kj_mol": 216.2, "symbols": ["C", "C", "H", "H", "H", "O", "I", "Mo", "P", "C", "C", "H", "H", "H", "H", "H", "H", "C", "H", "H", "H", "P", "C", "C", "H", "H", "H", "C", "H", "H", "H", "H", "H", "H", "Cl", "C", "N", "C", "C", "N", "C", "S", "H", "H", "H", "H", "H", "H"], "coordinates": [[0.025, 0.840, -4.194], [0.024, 1.682, -3.027], [0.031, 1.510, -5.091], [-0.875, 0.171, -4.232], [0.919, 0.162, -4.226], [0.038, 2.765, -2.585], [0.004, -3.323, -2.978], [-0.002, -1.553, -0.986], [1.835, -0.070, -1.040], [2.211, 1.259, 0.186], [2.868, -1.410, -0.274], [3.890, -1.225, -0.647], [3.928, 0.768, -1.932], [2.549, -2.426, -0.563], [3.066, -0.207, -3.133], [1.942, 0.977, 1.207], [2.858, -1.325, 0.825], [2.949, 0.553, -2.363], [3.286, 1.481, 0.164], [2.554, 1.462, -2.805], [1.663, 2.170, -0.070], [-1.806, -0.038, -1.062], [-2.160, 1.313, 0.150], [-2.907, 0.591, -2.390], [-2.555, -2.376, -0.554], [-3.880, -1.161, -0.664], [-2.856, -1.248, 0.815], [-2.862, -1.352, -0.283], [-3.025, -0.170, -3.159], [-3.886, 0.815, -1.966], [-3.234, 1.554, 0.124], [-1.596, 2.212, -0.119], [-2.501, 1.494, -2.831], [-1.896, 1.041, 1.175], [-0.017, -3.856, 0.077], [-0.088, -1.986, 4.284], [-0.057, -0.589, 3.881], [-0.051, 0.515, 4.740], [-0.018, 1.617, 3.928], [-0.007, 1.169, 2.619], [-0.024, -0.200, 2.594], [0.007, -1.446, 1.390], [-0.982, -2.489, 3.879], [0.811, -2.517, 3.925], [-0.117, -2.026, 5.379], [-0.074, 0.442, 5.799], [0.000, 2.649, 4.221], [0.019, 1.785, 1.814]], "forces_ev_per_a": [[-0.04, -1.93, -0.72], [0.13, 6.26, -0.05], [0.00, -0.08, 0.70], [0.67, 0.60, 0.18], [-0.66, 0.62, 0.19], [-0.10, -5.61, -0.84], [-0.03, 1.69, -0.12], [-0.03, -3.57, 0.60], [3.20, 0.85, 1.40], [-0.70, 0.22, 0.02], [0.44, -0.04, -0.20], [-0.29, -0.33, 0.17], [-0.14, -0.02, 0.09], [0.25, 0.24, 0.10], [0.08, 0.00, -0.15], [0.13, -0.14, -0.29], [-0.09, -0.03, -0.54], [-0.64, -0.57, -0.41], [-0.31, -0.16, -0.13], [0.14, 0.22, -0.11], [0.14, 0.12, 0.02], [-3.09, 0.92, 1.38], [0.65, 0.18, -0.03], [0.64, -0.59, -0.39], [-0.26, 0.25, 0.10], [0.29, -0.33, 0.18], [0.08, -0.05, -0.53], [-0.44, -0.05, -0.21], [-0.09, -0.02, -0.17], [0.10, 0.00, 0.10], [0.38, -0.18, -0.12], [-0.15, 0.10, 0.03], [-0.12, 0.26, -0.13], [-0.15, -0.13, -0.32], [-0.04, 0.94, -0.24], [-0.04, -1.03, 0.56], [0.03, 0.77, 0.35], [0.01, -0.31, -2.14], [-0.02, -0.74, 0.06], [0.04, -0.22, 0.55], [-0.12, 1.44, 0.44], [0.15, 0.10, -0.08], [0.38, 0.30, 0.22], [-0.37, 0.31, 0.19], [0.01, 0.00, -0.34], [0.00, -0.19, 0.55], [0.00, 0.22, -0.19], [0.00, -0.30, 0.26]]}

***

Please write out number 2 again, unchanged.
{"formula": "C2H2ClNO3", "method": "ωB97M-V with the def2-TZVPD basis set", "e_tot_ev": -22260.8473, "total_charge": -2, "spin_multiplicity": 1, "orbital_gap_ev": [7.74, 7.74], "relative_energy_kj_mol": 179.6, "symbols": ["C", "C", "N", "O", "O", "O", "Cl", "H", "H"], "coordinates": [[1.120, 0.695, 0.163], [-0.581, 0.635, 0.207], [-1.237, 2.060, 0.189], [1.664, 0.002, 1.011], [-1.051, 2.741, -0.817], [1.551, 1.370, -0.775], [-11.097, -0.216, 0.183], [-0.809, 0.405, 1.244], [-0.874, -0.095, -0.431]], "forces_ev_per_a": [[-1.41, 0.57, -1.27], [1.59, 4.25, 3.43], [1.46, -0.43, -2.19], [0.13, -0.51, 0.78], [-0.50, -1.58, 1.62], [0.14, 0.11, 0.07], [-0.09, -0.02, 0.00], [-0.14, -0.65, -0.03], [-1.17, -1.76, -2.41]]}